(1)
Formula: C2H2FNO2
Source: OMol25
Level of theory: wB97M-V/def2-TZVPD

The geometry in ORCA input format:
```
! RIJCOSX wB97M-V def2-TZVPD def2/J DEFGRID3
* xyz 0 1
O -0.723 1.134 0.854
C -0.389 0.054 0.397
O -1.010 -0.754 -0.431
C 1.067 -0.184 0.639
N 1.630 -1.336 0.829
F 3.016 -1.284 0.986
H -1.960 -0.466 -0.598
H 1.569 0.840 0.739
*
```

Its HOMO-LUMO gap is 11.203 eV. The relative energy (zero: lowest compared OMol25 entry of this formula, charge and spin) is 64.9 kcal/mol. As for the SMILES: O=C(O)/C=N/F. The value obtained for the LUMO energy is -0.1078 eV.

(2)
Formula: C4H8N3O
Source: OMol25
Level of theory: wB97M-V/def2-TZVPD

The geometry in ORCA input format:
```
! RIJCOSX wB97M-V def2-TZVPD def2/J DEFGRID3
* xyz 1 1
C -2.534 -1.098 0.082
N -1.190 -1.295 -0.235
N -0.318 -0.465 -0.119
C -0.143 0.872 0.221
C 1.280 1.220 -0.114
N 2.147 0.096 0.187
C 3.298 -0.132 -0.069
O 4.358 -0.571 -0.233
H -3.004 -1.866 0.756
H -3.016 -1.433 -0.783
H -2.913 -0.163 0.284
H 0.476 -0.862 -0.466
H -0.331 0.752 1.263
H -1.065 1.390 -0.105
H 1.440 1.499 -1.135
H 1.514 2.056 0.466
*
```

Its HOMO-LUMO gap is 9.294 eV. The relative energy (zero: lowest compared OMol25 entry of this formula, charge and spin) is 108.3 kcal/mol. As for the SMILES: C/N=[NH+]\CCN=C=O. The value obtained for the LUMO energy is -5.3793 eV.

(3)
Formula: C17H29N5O7
Source: OMol25
Level of theory: wB97M-V/def2-TZVPD

The geometry in ORCA input format:
```
! RIJCOSX wB97M-V def2-TZVPD def2/J DEFGRID3
* xyz 0 1
C 0.492 4.622 -1.345
O 1.327 3.521 -1.038
C 1.549 2.678 -2.154
C 2.426 1.530 -1.732
O 1.718 0.789 -0.757
C 2.373 -0.380 -0.304
C 1.688 -1.653 -0.779
O 1.966 -2.728 -0.287
N 0.722 -1.480 -1.720
C -0.354 -2.443 -1.830
C -1.716 -1.747 -1.829
O -1.902 -0.944 -2.986
C -1.927 -1.634 -4.221
C -2.825 -2.774 -1.559
C -2.804 -2.945 -0.033
N -2.178 -1.714 0.449
C -1.830 -1.564 1.752
O -2.103 -2.415 2.582
C -1.084 -0.287 2.099
C -0.815 -0.161 3.589
C -0.141 1.160 3.941
N 1.178 1.305 3.341
C 1.544 1.952 2.189
O 0.620 2.591 1.476
N 2.808 1.830 1.944
N 3.341 1.047 2.979
C 2.358 0.769 3.764
O 2.389 0.050 4.896
C -1.875 -0.806 -0.636
H 0.365 5.198 -0.432
H 0.952 5.253 -2.111
H -0.487 4.284 -1.700
H 0.589 2.302 -2.532
H 2.039 3.241 -2.957
H 2.658 0.912 -2.608
H 3.360 1.907 -1.302
H 3.423 -0.399 -0.606
H 2.361 -0.399 0.786
H 0.508 -0.522 -1.952
H -0.258 -3.060 -2.727
H -0.278 -3.119 -0.977
H -2.254 -0.916 -4.970
H -0.940 -2.009 -4.505
H -2.634 -2.468 -4.204
H -3.774 -2.348 -1.892
H -2.673 -3.722 -2.074
H -3.800 -3.073 0.390
H -2.209 -3.804 0.284
H -0.141 -0.274 1.541
H -1.652 0.575 1.737
H -1.755 -0.231 4.140
H -0.200 -0.994 3.930
H -0.735 2.007 3.597
H -0.021 1.249 5.020
H 0.999 2.816 0.595
H 3.303 -0.237 5.021
H -0.986 -0.214 -0.436
H -2.703 -0.121 -0.850
*
```

Its HOMO-LUMO gap is 8.920 eV. The relative energy (zero: lowest compared OMol25 entry of this formula, charge and spin) is 10.2 kcal/mol. As for the SMILES: COCCOCC(=O)NC[C@@]1(OC)CCN(C(=O)CCCn2c(O)nnc2O)C1. The value obtained for the LUMO energy is 0.4877 eV.

(4)
Formula: C43H34AsF2N3PPdSe
Source: OMol25
Level of theory: wB97M-V/def2-TZVPD

The geometry in ORCA input format:
```
! RIJCOSX wB97M-V def2-TZVPD def2/J DEFGRID3
* xyz 1 1
Pd -0.891 2.281 2.097
F -1.763 6.058 -1.706
C -2.234 5.025 -1.003
C -1.419 4.439 -0.049
C -1.909 3.382 0.690
C -3.212 2.895 0.474
C -3.973 3.503 -0.520
F -5.220 3.080 -0.771
C -3.507 4.567 -1.268
C -3.720 1.856 1.384
C -4.818 1.029 1.152
C -5.250 0.180 2.157
C -4.590 0.165 3.376
C -3.463 0.956 3.512
N -3.039 1.762 2.544
H -0.416 4.828 0.088
H -4.129 5.029 -2.022
H -5.323 1.048 0.200
H -6.104 -0.464 1.994
H -4.936 -0.443 4.199
H -2.892 0.955 4.432
Se 0.935 1.470 5.168
N 0.123 1.020 3.634
C -0.199 -0.276 3.716
C -0.894 -1.030 2.735
C -1.108 -2.356 2.963
C -0.655 -2.996 4.150
C -0.015 -2.307 5.132
C 0.219 -0.919 4.943
N 0.817 -0.137 5.828
H -1.257 -0.544 1.840
H -1.646 -2.937 2.225
H -0.834 -4.056 4.272
H 0.325 -2.783 6.041
C 1.435 -0.106 0.627
C 2.345 -0.458 -0.540
As 3.198 -2.220 -0.192
C 3.845 -2.579 -1.998
C 4.018 -1.599 -2.969
C 4.498 -1.937 -4.228
C 4.819 -3.253 -4.521
C 4.664 -4.235 -3.552
C 4.185 -3.897 -2.297
C 1.536 -3.261 -0.313
C 1.109 -3.987 0.795
C -0.062 -4.733 0.741
C -0.814 -4.758 -0.424
C -0.393 -4.037 -1.535
C 0.776 -3.294 -1.479
P 0.311 1.319 0.287
C -0.614 0.869 -1.193
C -1.027 1.844 -2.101
C -1.868 1.505 -3.148
C -2.310 0.196 -3.293
C -1.902 -0.778 -2.393
C -1.066 -0.444 -1.340
C 1.489 2.640 -0.172
C 2.052 2.741 -1.443
C 3.039 3.683 -1.697
C 3.484 4.518 -0.684
C 2.920 4.436 0.581
C 1.922 3.508 0.832
H 2.013 0.174 1.511
H 0.817 -0.965 0.904
H 3.127 0.289 -0.665
H 1.778 -0.531 -1.471
H 3.783 -0.564 -2.754
H 4.621 -1.168 -4.980
H 5.200 -3.513 -5.500
H 4.921 -5.263 -3.773
H 4.066 -4.663 -1.538
H 1.703 -3.975 1.702
H -0.378 -5.306 1.604
H -1.718 -5.351 -0.474
H -0.970 -4.065 -2.451
H 1.108 -2.749 -2.357
H -0.685 2.864 -1.989
H -2.184 2.264 -3.851
H -2.974 -0.064 -4.107
H -2.238 -1.800 -2.506
H -0.753 -1.209 -0.639
H 1.710 2.091 -2.239
H 3.465 3.759 -2.689
H 4.269 5.235 -0.881
H 3.260 5.097 1.368
H 1.468 3.449 1.817
*
```

Its HOMO-LUMO gap is 6.743 eV. The relative energy (zero: lowest compared OMol25 entry of this formula, charge and spin) is 0.0 kcal/mol. The value obtained for the LUMO energy is -3.9137 eV.

- What is the relative energy (zero: lowest compared OMol25 entry of this formula, charge and spin) in the fourth record?
  0.0 kcal/mol

- Which formula does entry 3 have?
  C17H29N5O7

- Among the records above, which one has the lowest LUMO energy?
  C4H8N3O

- Which value of relative energy (zero: lowest compared OMol25 entry of this formula, charge and spin) does entry 2 give?
  108.3 kcal/mol